Entry from OMol25: the ion C2H4FO2P2 with charge -1 in a non-equilibrium geometry (the ωB97M-V functional and the def2-TZVPD basis).

Energy relative to the best compared isomer or geometry (same formula, charge and spin): 24.7 kcal/mol
E: -27528.7046 eV
Charge: -1
E_LUMO: 4.3 eV
F_max: 4.718 eV/Å

Bonds (Å) are listed after each position.
Positions of all 11 atoms, in Å:
1 H -0.179 2.333 -0.857  P10 1.470
2 H -1.485 -1.860 -0.718  P8 1.297
3 F 0.481 1.760 1.245  P10 1.568
4 C 1.444 -0.579 -0.348  O5 1.438, C6 1.417, O9 1.203, P10 2.256
5 O 1.469 0.799 -0.758  C4 1.438, P10 1.686
6 C 0.241 -0.543 0.400  C4 1.417, P8 1.766, P10 1.730
7 H -1.511 1.230 0.138  P10 1.489
8 P -0.948 -1.848 0.462  H2 1.297, C6 1.766, H11 1.300
9 O 2.382 -1.322 -0.467  C4 1.203
10 P -0.043 1.096 -0.075  H1 1.470, F3 1.568, C4 2.256, O5 1.686, C6 1.730, H7 1.489
11 H -1.851 -1.067 0.978  P8 1.300